Entry from OMol25: a 17-piece molecular cluster, C53H152N12O17 overall in a non-equilibrium geometry (ωB97M-V with the def2-TZVPD basis set).

- LUMO level (eV) = 0.4
- HOMO (eV) = -8.49
- ΔE to the lowest compared entry with this formula, charge and spin (eV) = 0.821

Last columns: bonded neighbours and bond lengths (Å).
Geometry (Å):
1 C -2.08 4.23 -0.98  O2 1.480, H3 1.090, H4 1.090, H5 1.090
2 O -0.78 3.66 -0.60  C1 1.480, H6 0.960
3 H -2.33 3.87 -1.98  C1 1.090
4 H -2.87 3.94 -0.28  C1 1.090
5 H -1.99 5.32 -0.98  C1 1.090
6 H -0.85 2.70 -0.66  O2 0.960
7 C 3.47 -3.25 -2.24  O8 1.417, H9 1.090, H10 1.090, H11 1.090
8 O 4.65 -3.80 -2.79  C7 1.417, H12 0.960
9 H 2.92 -2.58 -2.91  C7 1.090
10 H 2.70 -3.97 -1.94  C7 1.090
11 H 3.64 -2.54 -1.44  C7 1.090
12 H 5.24 -3.04 -2.87  O8 0.960
13 C 2.51 -0.50 5.15  O14 1.400, H15 1.090, H16 1.090, H17 1.090
14 O 1.90 -0.85 3.94  C13 1.400, H18 0.960
15 H 3.60 -0.52 5.06  C13 1.090
16 H 2.27 0.54 5.37  C13 1.090
17 H 2.30 -1.10 6.04  C13 1.090
18 H 2.21 -1.76 3.87  O14 0.960
19 C 2.10 0.01 -6.36  O20 1.407, H21 1.090, H22 1.090, H23 1.090
20 O 1.10 -0.54 -7.18  C19 1.407, H24 0.960
21 H 2.47 -0.80 -5.73  C19 1.090
22 H 2.92 0.39 -6.97  C19 1.090
23 H 1.84 0.88 -5.76  C19 1.090
24 H 0.35 -0.82 -6.65  O20 0.960
25 C -2.93 -3.67 -0.61  O26 1.430, H27 1.090, H28 1.090, H29 1.090
26 O -3.65 -3.08 0.48  C25 1.430, H30 0.960
27 H -2.70 -2.91 -1.35  C25 1.090
28 H -2.01 -4.09 -0.21  C25 1.090
29 H -3.46 -4.42 -1.20  C25 1.090
30 H -3.84 -3.66 1.22  O26 0.960
31 C -4.97 6.76 4.11  C32 1.532, H37 1.090, H38 1.090, H39 1.090
32 C -4.61 6.09 2.77  C31 1.532, C33 1.515, N36 1.450, H40 1.090
33 C -3.48 5.08 2.82  C32 1.515, O34 1.446, H41 1.090, H42 1.090
34 O -3.80 3.87 3.55  C33 1.446, C35 1.432
35 C -2.76 2.89 3.41  O34 1.432, H43 1.090, H44 1.090, H45 1.090
36 N -5.82 5.46 2.30  C32 1.450, H46 1.010, H47 1.010
37 H -5.68 7.58 4.01  C31 1.090
38 H -4.13 7.23 4.61  C31 1.090
39 H -5.48 6.12 4.84  C31 1.090
40 H -4.44 6.86 2.01  C32 1.090
41 H -2.64 5.53 3.34  C33 1.090
42 H -3.17 4.84 1.80  C33 1.090
43 H -2.61 2.64 2.37  C35 1.090
44 H -2.99 1.99 3.98  C35 1.090
45 H -1.86 3.29 3.87  C35 1.090
46 H -5.85 4.71 2.98  N36 1.010
47 H -5.72 5.04 1.39  N36 1.010
48 C -3.28 -3.02 4.08  C49 1.552, H54 1.090, H55 1.090, H56 1.090
49 C -3.48 -4.54 3.81  C48 1.552, C50 1.540, N53 1.448, H57 1.090
50 C -3.68 -5.42 5.06  C49 1.540, O51 1.441, H58 1.090, H59 1.090
51 O -3.69 -6.81 4.66  C50 1.441, C52 1.373
52 C -3.63 -7.73 5.67  O51 1.373, H60 1.090, H61 1.090, H62 1.090
53 N -4.46 -4.64 2.75  C49 1.448, H63 1.010, H64 1.010
54 H -3.05 -2.54 3.13  C48 1.090
55 H -2.45 -2.86 4.78  C48 1.090
56 H -4.20 -2.60 4.47  C48 1.090
57 H -2.55 -4.90 3.37  C49 1.090
58 H -4.57 -5.17 5.63  C50 1.090
59 H -2.85 -5.23 5.73  C50 1.090
60 H -2.76 -7.53 6.31  C52 1.090
61 H -3.56 -8.75 5.27  C52 1.090
62 H -4.56 -7.69 6.23  C52 1.090
63 H -5.17 -4.12 3.23  N53 1.010
64 H -4.74 -5.61 2.88  N53 1.010
65 C -2.24 0.04 -6.16  C66 1.559, H71 1.090, H72 1.090, H73 1.090
66 C -1.74 -0.34 -4.74  C65 1.559, C67 1.551, N70 1.438, H74 1.090
67 C -2.74 -1.01 -3.76  C66 1.551, O68 1.383, H75 1.090, H76 1.090
68 O -3.76 -0.17 -3.35  C67 1.383, C69 1.492
69 C -4.92 -0.96 -2.85  O68 1.492, H77 1.090, H78 1.090, H79 1.090
70 N -0.68 -1.28 -5.02  C66 1.438, H80 1.010, H81 1.010
71 H -3.12 0.69 -6.18  C65 1.090
72 H -2.60 -0.82 -6.72  C65 1.090
73 H -1.48 0.55 -6.75  C65 1.090
74 H -1.35 0.52 -4.20  C66 1.090
75 H -2.20 -1.19 -2.83  C67 1.090
76 H -3.07 -1.98 -4.13  C67 1.090
77 H -4.63 -1.79 -2.20  C69 1.090
78 H -5.43 -1.33 -3.73  C69 1.090
79 H -5.60 -0.42 -2.19  C69 1.090
80 H -0.34 -1.68 -4.16  N70 1.010
81 H -1.02 -2.08 -5.54  N70 1.010
82 C 4.69 2.63 -1.77  C83 1.544, H88 1.090, H89 1.090, H90 1.090
83 C 5.81 1.81 -1.10  C82 1.544, C84 1.514, N87 1.441, H91 1.090
84 C 5.32 0.63 -0.28  C83 1.514, O85 1.428, H92 1.090, H93 1.090
85 O 4.37 1.05 0.70  C84 1.428, C86 1.439
86 C 3.64 -0.02 1.33  O85 1.439, H94 1.090, H95 1.090, H96 1.090
87 N 6.58 1.30 -2.20  C83 1.441, H97 1.010, H98 1.010
88 H 4.14 3.12 -0.97  C82 1.090
89 H 4.06 2.05 -2.44  C82 1.090
90 H 5.05 3.49 -2.34  C82 1.090
91 H 6.36 2.42 -0.38  C83 1.090
92 H 6.06 0.01 0.22  C84 1.090
93 H 4.83 -0.10 -0.92  C84 1.090
94 H 2.70 0.38 1.71  C86 1.090
95 H 4.18 -0.34 2.22  C86 1.090
96 H 3.42 -0.90 0.72  C86 1.090
97 H 6.98 2.12 -2.63  N87 1.010
98 H 7.47 0.97 -1.83  N87 1.010
99 C 2.55 5.23 -3.70  C100 1.537, H105 1.090, H106 1.090, H107 1.090
100 C 1.18 4.79 -3.16  C99 1.537, C101 1.541, N104 1.446, H108 1.090
101 C 0.58 3.63 -3.98  C100 1.541, O102 1.453, H109 1.090, H110 1.090
102 O -0.02 3.95 -5.26  C101 1.453, C103 1.389
103 C 0.13 3.03 -6.29  O102 1.389, H111 1.090, H112 1.090, H113 1.090
104 N 1.46 4.34 -1.81  C100 1.446, H114 1.010, H115 1.010
105 H 3.16 4.33 -3.78  C99 1.090
106 H 3.02 5.98 -3.07  C99 1.090
107 H 2.52 5.62 -4.72  C99 1.090
108 H 0.47 5.62 -3.16  C100 1.090
109 H -0.28 3.19 -3.47  C101 1.090
110 H 1.31 2.82 -4.07  C101 1.090
111 H 1.18 3.03 -6.58  C103 1.090
112 H -0.53 3.36 -7.10  C103 1.090
113 H -0.15 2.03 -5.96  C103 1.090
114 H 2.05 3.51 -1.73  N104 1.010
115 H 0.61 4.15 -1.32  N104 1.010
116 C -1.84 2.29 8.84  C117 1.493, H122 1.090, H123 1.090, H124 1.090
117 C -1.64 3.11 7.61  C116 1.493, C118 1.515, N121 1.419, H125 1.090
118 C -0.83 2.49 6.49  C117 1.515, O119 1.444, H126 1.090, H127 1.090
119 O -1.60 1.29 6.21  C118 1.444, C120 1.428
120 C -0.89 0.42 5.34  O119 1.428, H128 1.090, H129 1.090, H130 1.090
121 N -2.90 3.56 7.14  C117 1.419, H131 1.010, H132 1.010
122 H -2.28 2.87 9.65  C116 1.090
123 H -0.87 1.91 9.17  C116 1.090
124 H -2.47 1.45 8.53  C116 1.090
125 H -1.07 4.01 7.84  C117 1.090
126 H 0.21 2.31 6.77  C118 1.090
127 H -0.76 3.14 5.62  C118 1.090
128 H 0.02 0.08 5.85  C120 1.090
129 H -0.74 0.83 4.34  C120 1.090
130 H -1.41 -0.54 5.28  C120 1.090
131 H -2.72 4.02 6.26  N121 1.010
132 H -3.59 2.84 6.96  N121 1.010
133 C -4.75 1.52 0.12  C134 1.546, H139 1.090, H140 1.090, H141 1.090
134 C -6.19 2.06 0.10  C133 1.546, C135 1.522, N138 1.485, H142 1.090
135 C -6.29 3.30 -0.78  C134 1.522, O136 1.412, H143 1.090, H144 1.090
136 O -5.50 4.32 -0.19  C135 1.412, C137 1.447
137 C -5.52 5.49 -1.05  O136 1.447, H145 1.090, H146 1.090, H147 1.090
138 N -7.06 0.94 -0.33  C134 1.485, H148 1.010, H149 1.010
139 H -4.48 0.91 -0.74  C133 1.090
140 H -4.53 0.89 0.98  C133 1.090
141 H -3.91 2.22 0.20  C133 1.090
142 H -6.51 2.28 1.12  C134 1.090
143 H -7.29 3.72 -0.89  C135 1.090
144 H -6.03 3.06 -1.81  C135 1.090
145 H -6.53 5.88 -1.18  C137 1.090
146 H -5.16 5.36 -2.07  C137 1.090
147 H -5.05 6.35 -0.57  C137 1.090
148 H -6.56 0.10 -0.08  N138 1.010
149 H -7.91 0.88 0.21  N138 1.010
150 C 2.35 -8.68 -2.93  C151 1.540, H156 1.090, H157 1.090, H158 1.090
151 C 0.81 -8.64 -3.02  C150 1.540, C152 1.546, N155 1.484, H159 1.090
152 C 0.16 -7.30 -3.42  C151 1.546, O153 1.457, H160 1.090, H161 1.090
153 O 0.36 -6.34 -2.34  C152 1.457, C154 1.411
154 C -0.27 -5.10 -2.58  O153 1.411, H162 1.090, H163 1.090, H164 1.090
155 N 0.34 -9.74 -3.90  C151 1.484, H165 1.010, H166 1.010
156 H 2.91 -8.50 -3.85  C150 1.090
157 H 2.62 -9.68 -2.61  C150 1.090
158 H 2.62 -7.99 -2.13  C150 1.090
159 H 0.38 -8.89 -2.06  C151 1.090
160 H -0.93 -7.34 -3.48  C152 1.090
161 H 0.68 -6.99 -4.33  C152 1.090
162 H 0.08 -4.73 -3.54  C154 1.090
163 H -0.05 -4.38 -1.79  C154 1.090
164 H -1.35 -5.23 -2.69  C154 1.090
165 H 0.71 -10.59 -3.49  N155 1.010
166 H 0.88 -9.74 -4.76  N155 1.010
167 C 0.71 -4.48 4.81  C168 1.535, H173 1.090, H174 1.090, H175 1.090
168 C 1.55 -4.56 3.53  C167 1.535, C169 1.596, N172 1.426, H176 1.090
169 C 0.70 -4.22 2.23  C168 1.596, O170 1.424, H177 1.090, H178 1.090
170 O 1.46 -4.36 1.03  C169 1.424, C171 1.432
171 C 1.73 -5.69 0.58  O170 1.432, H179 1.090, H180 1.090, H181 1.090
172 N 2.60 -3.62 3.77  C168 1.426, H182 1.010, H183 1.010
173 H 1.23 -4.85 5.70  C167 1.090
174 H -0.17 -5.12 4.72  C167 1.090
175 H 0.39 -3.46 4.99  C167 1.090
176 H 2.04 -5.53 3.40  C168 1.090
177 H 0.36 -3.20 2.39  C169 1.090
178 H -0.25 -4.70 2.02  C169 1.090
179 H 2.30 -6.21 1.35  C171 1.090
180 H 2.42 -5.53 -0.24  C171 1.090
181 H 0.86 -6.23 0.20  C171 1.090
182 H 3.41 -4.03 4.21  N172 1.010
183 H 2.97 -3.56 2.83  N172 1.010
184 C -0.63 -0.19 1.23  C185 1.507, H190 1.090, H191 1.090, H192 1.090
185 C 0.02 0.07 -0.10  C184 1.507, C186 1.516, N189 1.427, H193 1.090
186 C 0.54 -1.17 -0.80  C185 1.516, O187 1.427, H194 1.090, H195 1.090
187 O 0.86 -1.00 -2.18  C186 1.427, C188 1.405
188 C 1.83 -0.03 -2.47  O187 1.405, H196 1.090, H197 1.090, H198 1.090
189 N -0.98 0.72 -0.89  C185 1.427, H199 1.010, H200 1.010
190 H -0.95 0.71 1.76  C184 1.090
191 H 0.13 -0.65 1.87  C184 1.090
192 H -1.54 -0.79 1.30  C184 1.090
193 H 0.82 0.77 0.13  C185 1.090
194 H -0.25 -1.92 -0.77  C186 1.090
195 H 1.29 -1.72 -0.23  C186 1.090
196 H 2.13 -0.15 -3.51  C188 1.090
197 H 2.72 -0.29 -1.90  C188 1.090
198 H 1.49 1.00 -2.33  C188 1.090
199 H -0.59 0.62 -1.82  N189 1.010
200 H -1.82 0.16 -0.97  N189 1.010
201 C 5.34 -1.10 -4.84  C202 1.498, H207 1.090, H208 1.090, H209 1.090
202 C 6.57 -1.66 -4.19  C201 1.498, C203 1.571, N206 1.453, H210 1.090
203 C 7.85 -0.83 -4.57  C202 1.571, O204 1.441, H211 1.090, H212 1.090
204 O 8.18 -0.84 -5.97  C203 1.441, C205 1.462
205 C 9.43 -0.15 -6.30  O204 1.462, H213 1.090, H214 1.090, H215 1.090
206 N 6.36 -1.62 -2.75  C202 1.453, H216 1.010, H217 1.010
207 H 4.94 -0.22 -4.33  C201 1.090
208 H 4.57 -1.86 -4.94  C201 1.090
209 H 5.55 -0.83 -5.87  C201 1.090
210 H 6.71 -2.69 -4.52  C202 1.090
211 H 8.57 -1.37 -3.97  C203 1.090
212 H 7.89 0.15 -4.09  C203 1.090
213 H 9.61 -0.07 -7.37  C205 1.090
214 H 10.32 -0.56 -5.82  C205 1.090
215 H 9.30 0.89 -5.99  C205 1.090
216 H 7.24 -1.75 -2.26  N206 1.010
217 H 6.06 -0.69 -2.49  N206 1.010
218 C 0.24 7.45 1.51  C219 1.500, H224 1.090, H225 1.090, H226 1.090
219 C 0.72 6.55 2.61  C218 1.500, C220 1.532, N223 1.404, H227 1.090
220 C 0.49 5.07 2.29  C219 1.532, O221 1.425, H228 1.090, H229 1.090
221 O 0.95 4.16 3.28  C220 1.425, C222 1.406
222 C 0.96 2.83 2.85  O221 1.406, H230 1.090, H231 1.090, H232 1.090
223 N 2.10 6.75 2.75  C219 1.404, H233 1.010, H234 1.010
224 H 0.79 7.27 0.59  C218 1.090
225 H 0.53 8.45 1.84  C218 1.090
226 H -0.82 7.37 1.29  C218 1.090
227 H 0.18 6.77 3.54  C219 1.090
228 H 0.90 4.78 1.32  C220 1.090
229 H -0.58 4.88 2.20  C220 1.090
230 H 0.04 2.50 2.37  C222 1.090
231 H 1.18 2.17 3.69  C222 1.090
232 H 1.85 2.86 2.22  C222 1.090
233 H 2.57 6.75 1.86  N223 1.010
234 H 2.32 5.84 3.15  N223 1.010